<one>
{"formula": "C2H8NO2P", "method": "ωB97M-V/def2-TZVPD", "smiles": "CN[P@@](C)(=O)O", "homo_ev": -10.258, "species": ["H", "H", "C", "N", "H", "P", "H", "H", "O", "H", "C", "H", "H", "O"], "xyz": [[0.8660, 1.5668, 1.9187], [-0.6391, -2.3607, -1.0095], [-0.8562, 0.7279, -1.3068], [1.0947, -0.2556, 0.6915], [0.7976, -0.0952, 2.7253], [0.1492, -0.6142, -0.6476], [-0.5576, 0.5080, 1.6918], [-0.1946, 1.4092, -1.8790], [-0.9085, -1.8335, -0.2182], [1.9033, 0.2289, 0.2943], [0.5456, 0.4259, 1.8648], [-1.5151, 1.3182, -0.6271], [-1.7019, 0.2784, -1.8845], [1.0166, -1.3042, -1.6136]], "lowdin_charge": [0.117, 0.066, -0.163, -0.184, 0.040, 0.426, 0.074, 0.062, -0.191, 0.094, -0.147, 0.057, 0.066, -0.319]}


<two>
{"formula": "C2H8NO2P", "method": "ωB97M-V/def2-TZVPD", "smiles": "CNC[P@@H](=O)O", "homo_ev": -9.417, "species": ["H", "P", "H", "H", "O", "O", "H", "C", "H", "H", "C", "N", "H", "H"], "xyz": [[-0.3545, -1.2614, -0.2216], [1.8909, -0.3061, 0.0447], [-0.1019, 1.5874, 0.5004], [2.2683, -0.1910, -1.4493], [2.2836, -1.7879, 0.4727], [2.2816, 0.8705, 0.8217], [-2.4016, 1.6928, -0.0666], [-2.0941, 0.6690, 0.1458], [-2.6021, 0.4431, 1.0997], [1.3455, -2.0462, 0.5075], [0.0675, -0.2361, -0.3245], [-0.6340, 0.6857, 0.5765], [0.2666, -0.1049, -1.4032], [-2.2157, -0.0150, -0.7039]], "lowdin_charge": [0.090, 0.543, 0.110, 0.065, -0.167, -0.343, 0.067, -0.102, 0.075, 0.047, -0.375, -0.146, 0.064, 0.071]}


If we sort the structures by their calculated energies, the order from most to least stable is <one>, <two>.


<one>
{"formula": "C6H7IN4", "method": "ωB97M-V/def2-TZVPD", "homo_ev": -7.892, "species": ["H", "H", "H", "H", "C", "N", "C", "I", "H", "N", "H", "N", "N", "C", "C", "H", "C", "C"], "xyz": [[-2.5177, -0.6689, 3.2934], [3.1354, 1.2659, -2.1107], [3.4659, -0.3107, -1.9107], [-3.7015, 0.3228, 2.4326], [2.7131, 0.3280, -2.3050], [-0.7701, 0.8931, 1.0720], [-1.4551, -0.2698, 1.1551], [1.6835, 3.1662, -0.0836], [2.3693, 0.2419, -3.3228], [0.9485, -0.9289, -1.1708], [-3.2627, -1.3665, 1.7689], [0.0593, -0.7031, -0.3012], [0.1571, 0.6207, 0.2168], [-3.1046, -0.5447, 2.5069], [1.5943, 0.2682, -1.3478], [-1.4359, -2.2505, 0.2546], [-1.0171, -1.2705, 0.3100], [1.1383, 1.2070, -0.4577]], "lowdin_charge": [-0.039, 0.027, 0.080, 0.014, -0.037, 0.079, -0.146, 0.905, 0.089, 0.128, 0.032, -0.096, -0.148, 0.140, -0.371, 0.102, -0.046, -0.714]}


<two>
{"formula": "C6H7IN4", "method": "ωB97M-V/def2-TZVPD", "smiles": "C[C@H]1N=C(I)c2[nH]cnc2N1", "homo_ev": [-7.525, -7.529], "species": ["C", "H", "H", "C", "H", "N", "C", "H", "H", "C", "I", "N", "N", "N", "C", "H", "C", "H"], "xyz": [[0.4957, 0.9533, -0.1649], [0.3680, -3.2493, 0.7928], [1.0454, -1.6979, 1.5148], [-0.8586, 0.9812, 0.2160], [-2.0291, 2.5516, 0.7025], [-1.1830, 2.2725, 0.3345], [0.9620, -2.3483, 0.6027], [0.8712, -2.0393, -1.5633], [1.8912, -2.7974, 0.2292], [-1.5328, -0.1744, -0.0130], [-3.6730, -0.4876, 0.0429], [0.9432, 2.1516, -0.2731], [-0.9216, -1.3902, -0.7520], [1.1322, -0.1526, -0.4085], [0.4661, -1.5141, -0.5605], [2.0269, -0.0303, -0.8287], [-0.0619, 2.9537, 0.0211], [0.0579, 4.0175, 0.1074]], "lowdin_charge": [-0.377, 0.073, 0.094, -0.323, 0.127, 0.133, -0.073, 0.162, 0.068, -0.576, 0.746, 0.146, -0.014, 0.137, -0.477, 0.137, -0.111, 0.127]}


If we sort the structures by their calculated energies, the order from most to least stable is <two>, <one>.


<one>
{"formula": "C3H14NO4", "method": "ωB97M-V/def2-TZVPD", "charge": -1, "homo_ev": -4.269, "species": ["O", "H", "H", "H", "H", "H", "O", "H", "C", "H", "O", "H", "O", "H", "C", "C", "N", "H", "H", "H", "H", "H"], "xyz": [[-0.7662, 0.0317, -0.0293], [0.6868, 2.0814, -0.4990], [1.3824, 0.0193, -2.5949], [-1.2526, 1.8838, 2.5718], [-1.3272, 0.8604, 1.4129], [1.1482, -0.5441, 0.1884], [-1.3144, -2.4695, 0.4422], [2.0188, -1.4865, -0.8634], [1.0659, 0.2650, -1.5833], [2.3655, 1.9669, -0.9191], [-1.8740, 1.3742, 2.0461], [-0.4213, -2.4512, 0.0723], [-0.6117, -1.5500, 3.1031], [-1.0324, 0.8729, -1.8745], [1.3639, 1.7449, -1.2923], [-0.4601, 0.0605, -1.3725], [1.8022, -0.5307, -0.5797], [-0.5647, -0.6168, 3.3462], [-0.8480, -0.8290, -1.9132], [-1.0767, -1.5195, 2.2488], [1.1828, 2.3110, -2.1923], [-1.4671, -1.4744, 0.2817]], "lowdin_charge": [-0.362, 0.069, 0.113, 0.010, -0.022, 0.038, -0.141, 0.054, -0.423, 0.057, -0.102, 0.011, -0.090, 0.096, -0.099, -0.387, 0.012, 0.010, 0.094, -0.007, 0.052, 0.016]}


<two>
{"formula": "C3H14NO4", "method": "ωB97M-V/def2-TZVPD", "charge": -1, "homo_ev": -4.502, "species": ["H", "H", "O", "C", "N", "H", "H", "O", "H", "H", "C", "O", "H", "H", "H", "H", "H", "H", "H", "C", "H", "O"], "xyz": [[3.5610, -0.5097, 1.5047], [1.7424, 1.7998, -0.9089], [-0.3953, 0.8685, 0.0422], [-0.5214, -0.5258, 0.2775], [2.6199, -0.4893, 1.8622], [1.3138, -0.5156, -0.6655], [1.0015, -1.6716, 2.2018], [-2.6331, -0.9012, -2.8466], [2.2042, 0.3897, 1.5976], [-3.1698, 1.8875, -0.7886], [1.6797, -1.5066, 1.3557], [1.8918, 2.0615, 0.0171], [-0.8360, -0.8448, 1.2807], [0.9711, 1.5839, 0.1932], [-1.3697, -0.7528, -0.3848], [-1.8841, -0.7864, -2.2428], [-1.8717, 1.2979, -0.1287], [0.9191, -2.1832, -0.5324], [2.3007, -2.4114, 1.2601], [0.8848, -1.2276, 0.0265], [-3.3865, -0.5225, -2.3707], [-2.8911, 1.2793, -0.1006]], "lowdin_charge": [0.044, 0.003, -0.349, -0.334, -0.023, 0.077, 0.087, -0.082, 0.027, -0.002, -0.283, -0.193, 0.089, -0.006, 0.064, 0.010, -0.024, 0.087, 0.088, -0.161, 0.027, -0.146]}


If we sort the structures by their calculated energies, the order from most to least stable is <one>, <two>.